w) 28
Properties=species:S:1:pos:R:3 method="wB97M-V/def2-TZVPD" homo_ev=-8.3 lumo_energy_ev=0.65 molar_mass_da=181.24 gap_ev=8.9
C 2.63 -0.18 1.18
C 1.32 -0.73 0.89
C 3.46 0.60 0.02
O 4.21 1.43 0.44
N 3.22 0.46 -1.32
H 2.50 0.56 1.87
H 3.31 -0.88 1.83
H 0.39 -0.03 1.12
H 3.73 1.06 -1.84
H 2.47 -0.06 -1.70
H 0.97 -1.69 1.40
H 1.13 -0.97 -0.14
C -1.77 -0.64 -2.59
C -1.78 -0.14 -1.16
C -2.00 -1.13 -0.08
C -1.89 1.21 -0.79
C -1.93 -0.80 1.27
C -1.80 1.60 0.51
C -1.85 0.55 1.52
O -1.60 0.93 2.76
H -2.43 -1.31 -3.12
H -0.70 -1.07 -2.88
H -2.29 -2.04 -0.50
H -1.75 1.95 -1.57
H -1.90 -1.69 1.97
H -1.62 2.57 0.86
H -1.87 0.35 3.50
H -2.17 0.09 -3.45


x) 28
Properties=species:S:1:pos:R:3 method="wB97M-V/def2-TZVPD" homo_ev=-8.0 lumo_energy_ev=0.78 molar_mass_da=181.24 gap_ev=8.8
C -0.46 0.32 -2.66
C -1.14 -0.77 -1.75
C 0.63 -0.54 -3.36
O 0.50 -1.58 -3.90
N 1.97 -0.31 -2.87
H -1.30 0.49 -3.44
H -0.10 1.04 -1.90
H -0.76 -1.19 -0.86
H -1.61 -1.64 -2.31
H 2.65 -0.95 -3.25
H 2.17 0.70 -2.76
H -2.09 -0.68 -1.24
C -2.19 0.91 1.20
C -0.63 0.29 3.04
C -0.83 0.89 1.74
C 0.62 -0.16 3.35
C 0.27 1.10 0.89
C 1.47 -0.40 2.25
C 1.47 0.37 1.13
O 2.51 -1.24 2.27
H -1.52 0.19 3.74
H 1.03 -0.37 4.34
H -2.72 1.98 1.30
H -2.84 0.09 1.33
H 0.33 1.77 0.10
H 2.27 0.42 0.48
H 2.54 -1.72 3.09
H -2.21 1.01 0.03


Q: Which of them is the most stable? A: w).


w) 20
Properties=species:S:1:pos:R:3 method="wB97M-V/def2-TZVPD" homo_ev=-8.6 lumo_energy_ev=0.49 molar_mass_da=111.14 gap_ev=9.1
C -1.95 -1.19 2.20
C -1.37 -1.62 0.90
C -1.68 -1.25 -0.34
N -0.87 -1.53 -1.46
H -1.42 -0.33 2.62
H -2.99 -0.89 2.32
H -1.72 -2.00 2.90
H -0.53 -2.32 0.97
H -2.57 -0.66 -0.51
H -1.26 -1.50 -2.39
H -0.27 -2.34 -1.33
H 0.42 -0.21 -1.36
H 0.93 0.89 -2.34
O 0.88 0.64 -1.40
H 2.49 1.27 -0.48
H 3.78 0.59 -0.25
O 3.35 1.41 -0.07
H 2.38 3.56 0.17
H 0.87 3.45 -0.31
O 1.52 4.00 0.15


x) 20
Properties=species:S:1:pos:R:3 method="wB97M-V/def2-TZVPD" homo_ev=-8.0 lumo_energy_ev=0.60 molar_mass_da=111.14 gap_ev=8.6
C -0.51 -0.38 -2.41
C -1.13 -1.42 -1.84
N -1.97 -1.38 -0.80
C -2.12 -0.20 -0.04
H -0.42 0.47 -1.69
H -0.33 -0.08 -3.50
H -1.26 -2.36 -2.40
H -2.26 -2.23 -0.46
H -1.19 0.04 0.55
H -2.31 0.73 -0.67
H -3.02 -0.30 0.60
H 6.88 -1.92 1.65
H 6.81 -0.79 0.35
O 6.42 -1.10 1.16
H 2.78 -1.06 -0.32
H 1.62 -0.20 -0.60
O 2.00 -0.76 0.10
H -3.00 3.61 3.27
H -3.66 4.93 3.20
O -3.33 4.39 3.86


y) 20
Properties=species:S:1:pos:R:3 method="wB97M-V/def2-TZVPD" homo_ev=-8.8 lumo_energy_ev=0.51 molar_mass_da=111.14 gap_ev=9.3
C 0.21 -1.34 2.30
N -0.50 -0.31 1.57
C -0.99 -0.73 0.28
C -1.30 0.45 -0.61
O -0.15 1.19 -0.99
H 1.09 -1.72 1.77
H -0.46 -2.18 2.46
H 0.42 -0.97 3.29
H 0.03 0.56 1.56
H -0.27 -1.38 -0.24
H -1.91 -1.33 0.35
H -1.85 0.12 -1.48
H -1.93 1.11 -0.01
H 0.63 0.78 -0.59
H 0.25 0.06 -3.06
H -0.62 -0.79 -3.98
O -0.15 0.05 -3.94
H 3.05 1.98 0.99
H 2.18 2.61 -0.11
O 2.28 1.82 0.44


z) 20
Properties=species:S:1:pos:R:3 method="wB97M-V/def2-TZVPD" homo_ev=-7.7 lumo_energy_ev=0.46 molar_mass_da=111.14 gap_ev=8.1
C 0.64 -1.66 -1.80
C 1.35 -1.67 -0.48
C 0.88 -0.92 0.53
N 1.51 -0.75 1.75
H 1.14 -2.35 -2.49
H -0.37 -2.09 -1.70
H 0.42 -0.77 -2.39
H 2.40 -1.96 -0.38
H -0.04 -0.34 0.40
H 1.37 0.13 2.23
H 2.43 -1.14 1.80
H -0.01 1.87 1.65
H -0.38 2.11 3.11
O 0.36 1.82 2.56
H -2.96 0.26 -0.54
H -3.71 -0.42 -1.61
O -3.21 0.40 -1.46
H -0.87 3.14 -0.71
H -0.27 1.81 -0.49
O -0.68 2.55 0.01


Q: Which of them is the most stable? A: w).


w) 20
Properties=species:S:1:pos:R:3 method="wB97M-V/def2-TZVPD" homo_ev=-9.1 lumo_energy_ev=0.61 molar_mass_da=111.14 gap_ev=9.7
C 2.15 0.52 -0.64
N 0.68 0.57 -0.57
C 0.09 0.91 0.75
C -1.45 0.63 0.80
O -1.61 -0.58 0.06
H 2.52 -0.54 -0.40
H 2.56 1.04 0.17
H 2.32 0.74 -1.57
H 0.34 1.28 -1.22
H 0.49 0.13 1.41
H 0.34 1.93 1.15
H -1.83 0.55 1.82
H -2.11 1.36 0.40
H -0.75 -0.74 -0.27
H -2.58 -5.23 2.34
H -1.37 -4.80 3.17
O -2.27 -4.73 3.09
H 0.54 1.52 -3.47
H 1.11 3.00 -3.88
O 0.84 2.45 -3.15


x) 20
Properties=species:S:1:pos:R:3 method="wB97M-V/def2-TZVPD" homo_ev=-9.2 lumo_energy_ev=0.75 molar_mass_da=111.14 gap_ev=10.0
C -1.20 -0.93 -2.69
N -1.69 -0.27 -1.47
C -0.76 0.80 -0.98
C -0.54 0.82 0.51
O -0.19 -0.49 1.06
H -0.50 -1.72 -2.46
H -0.71 -0.22 -3.35
H -2.11 -1.19 -3.24
H -2.57 0.20 -1.60
H 0.20 0.77 -1.51
H -1.37 1.70 -1.05
H 0.26 1.47 0.78
H -1.45 1.10 1.04
H -0.59 -1.13 0.45
H 2.26 1.44 2.49
H 0.86 0.84 2.73
O 1.34 1.64 2.57
H 2.45 -1.34 1.67
H 3.02 -1.97 2.93
O 3.28 -1.53 2.12


Q: Which of them is the most stable? A: x).


w) 20
Properties=species:S:1:pos:R:3 method="wB97M-V/def2-TZVPD" homo_ev=-8.0 lumo_energy_ev=0.68 molar_mass_da=111.14 gap_ev=8.7
C 0.72 -2.14 1.16
C 0.69 -0.89 1.67
N 0.37 0.22 0.88
C 1.19 1.46 0.99
H 1.16 -2.32 0.18
H 0.55 -2.98 1.82
H 1.22 -0.64 2.59
H 0.51 -0.05 -0.10
H 2.24 1.19 1.11
H 0.84 2.03 1.85
H 1.00 2.09 0.13
H -2.48 1.63 0.19
H -1.31 0.80 0.63
O -2.17 0.72 0.12
H 1.30 -0.17 -2.48
H -0.10 -0.74 -2.38
O 0.76 -0.75 -1.93
H -2.11 0.09 -1.34
H -2.54 0.45 -2.81
O -1.87 -0.01 -2.30


x) 20
Properties=species:S:1:pos:R:3 method="wB97M-V/def2-TZVPD" homo_ev=-9.8 lumo_energy_ev=0.77 molar_mass_da=111.14 gap_ev=10.5
C 0.46 -0.94 -0.62
C -0.93 -0.47 -0.25
C -1.90 -0.60 -1.42
O -0.93 0.90 0.16
N 1.42 -0.68 0.44
H 0.44 -2.00 -0.82
H 0.77 -0.46 -1.56
H -1.30 -1.06 0.60
H -2.89 -0.32 -1.09
H -1.58 0.09 -2.21
H -1.92 -1.60 -1.83
H -0.69 0.92 1.10
H 1.82 0.25 0.44
H 2.20 -1.33 0.48
H 0.99 2.15 0.09
H 1.02 2.72 -1.30
O 1.61 2.42 -0.60
H 0.58 -0.46 2.15
H 0.74 0.46 3.39
O 0.08 0.00 2.86


Q: Which of them is the most stable? A: x).


w) 11
Properties=species:S:1:pos:R:3 method="wB97M-V/def2-TZVPD" homo_ev=-9.6 lumo_energy_ev=0.69 molar_mass_da=107.13 gap_ev=10.3
C -0.10 0.05 0.04
C -0.42 -1.39 0.39
N 0.20 0.37 -1.48
O 1.39 2.21 0.77
O -0.89 0.88 0.80
S 0.64 1.11 1.33
H -0.13 -1.56 1.38
H -1.46 -1.52 0.43
H 0.09 -1.92 -0.40
H -0.43 1.15 -1.60
H 1.11 0.62 -1.65


x) 11
Properties=species:S:1:pos:R:3 method="wB97M-V/def2-TZVPD" homo_ev=-10.3 lumo_energy_ev=0.57 molar_mass_da=107.13 gap_ev=10.9
C 0.32 0.24 0.29
C 0.10 1.36 -0.61
N -0.94 -0.55 0.62
O 0.79 -2.44 0.82
O -0.22 -2.03 -1.35
S 0.17 -1.56 -0.07
H 1.05 0.42 1.24
H 0.63 2.25 -0.24
H -0.98 1.81 -0.71
H 0.27 1.11 -1.59
H -1.19 -0.60 1.60


Q: Which of them is the most stable? A: w).


w) 10
Properties=species:S:1:pos:R:3 method="wB97M-V/def2-TZVPD" homo_ev=-10.6 lumo_energy_ev=-0.87 molar_mass_da=88.06 gap_ev=9.7
C 1.16 -0.30 0.10
C -0.09 0.76 -0.17
C -1.47 0.26 -0.13
H 1.00 -0.95 -0.83
H 2.16 0.28 -0.16
H 1.43 -0.64 1.13
H -0.39 -1.26 0.11
O 0.04 2.02 -0.07
O -1.42 -1.09 -0.10
O -2.42 0.92 0.14


x) 10
Properties=species:S:1:pos:R:3 method="wB97M-V/def2-TZVPD" homo_ev=-9.3 lumo_energy_ev=0.42 molar_mass_da=88.06 gap_ev=9.8
C -0.79 -0.71 -0.54
C -0.85 0.36 0.50
C 0.42 0.07 -0.20
O -1.27 -1.68 -1.04
O 0.95 0.84 -1.24
O 1.39 -0.62 0.61
H -1.41 1.25 0.23
H -0.88 0.16 1.56
H 1.55 1.53 -1.00
H 0.90 -1.20 1.12


y) 10
Properties=species:S:1:pos:R:3 method="wB97M-V/def2-TZVPD" homo_ev=-8.8 lumo_energy_ev=-0.07 molar_mass_da=88.06 gap_ev=8.7
O -0.38 -1.45 -0.98
C 0.01 -0.38 -0.25
C 1.11 -0.42 0.52
O 1.70 0.73 0.89
C -1.00 0.67 -0.12
O -2.10 0.52 -0.64
H -1.30 -1.24 -1.22
H 1.19 1.35 0.35
H 1.59 -1.32 0.87
H -0.81 1.53 0.56


Q: Which of them is the most stable? A: y).


w) 10
Properties=species:S:1:pos:R:3 method="wB97M-V/def2-TZVPD" homo_ev=-10.3 lumo_energy_ev=0.57 molar_mass_da=88.06 gap_ev=10.9
O -1.48 2.17 0.92
C -1.01 1.22 0.50
O -0.43 -0.65 2.56
C 0.02 -1.46 1.78
C 0.61 0.59 -2.14
O 0.03 1.65 -2.12
H 0.55 -2.36 2.12
H -0.07 -1.32 0.68
H 0.77 0.00 -1.22
H 1.00 0.16 -3.08


x) 10
Properties=species:S:1:pos:R:3 method="wB97M-V/def2-TZVPD" homo_ev="-9.4 / -9.2" lumo_energy_ev="-1.85 / -2.15" molar_mass_da=88.06 gap_ev="7.6 / 7.1"
O -1.11 0.02 0.71
C -0.52 1.03 0.12
C 0.68 0.90 -0.54
O -0.01 -1.10 -0.86
C -0.18 -1.18 0.47
O 0.60 -1.43 1.37
H -1.12 1.94 0.13
H 0.99 1.64 -1.26
H 1.46 0.28 -0.09
H -0.79 -2.11 -0.04


y) 10
Properties=species:S:1:pos:R:3 method="wB97M-V/def2-TZVPD" homo_ev=-9.4 lumo_energy_ev=0.08 molar_mass_da=88.06 gap_ev=9.5
O -1.15 0.43 -1.62
C -1.03 1.04 -0.36
C -0.16 0.44 0.69
O 0.43 -0.63 0.15
C 1.41 -1.28 0.91
O 2.19 -0.72 1.60
H -0.37 -0.13 -1.75
H -0.65 2.07 -0.44
H -2.03 1.14 0.09
H 1.35 -2.36 0.71


Q: Which of them is the most stable? A: w).


w) 10
Properties=species:S:1:pos:R:3 method="wB97M-V/def2-TZVPD" homo_ev=-9.8 lumo_energy_ev=0.17 molar_mass_da=88.06 gap_ev=9.9
O 0.60 1.57 -0.66
C 0.30 0.20 -0.50
C -1.10 0.08 0.08
O -2.07 -0.26 -0.54
C 0.96 -0.95 0.46
O 0.06 -1.61 0.94
H 0.06 2.11 -0.06
H 0.34 -0.21 -1.52
H -1.12 0.45 1.13
H 1.96 -1.38 0.67


x) 10
Properties=species:S:1:pos:R:3 method="wB97M-V/def2-TZVPD" homo_ev=-9.5 lumo_energy_ev=0.65 molar_mass_da=88.06 gap_ev=10.2
C 0.46 0.36 0.35
C 1.12 1.49 0.44
C -0.35 -0.72 -0.26
O -0.55 -0.24 0.97
O -1.30 -0.32 -1.20
O 0.11 -2.01 -0.48
H 1.21 1.97 1.49
H 1.73 1.84 -0.31
H -1.94 0.33 -0.84
H -0.48 -2.71 -0.16


y) 10
Properties=species:S:1:pos:R:3 method="wB97M-V/def2-TZVPD" homo_ev=-9.2 lumo_energy_ev=0.73 molar_mass_da=88.06 gap_ev=9.9
O -0.51 -0.94 -1.50
C -1.12 0.08 -0.98
C -0.34 0.90 0.01
O 1.00 0.46 0.15
C 1.18 -0.60 0.96
O 0.32 -1.14 1.60
H -1.62 -0.71 -1.81
H -0.29 1.93 -0.36
H -0.88 0.89 0.96
H 2.24 -0.88 0.96


z) 10
Properties=species:S:1:pos:R:3 method="wB97M-V/def2-TZVPD" homo_ev=-10.8 lumo_energy_ev=0.75 molar_mass_da=88.06 gap_ev=11.5
C 1.19 -0.09 -0.10
C 0.16 1.07 -0.06
C -0.99 -0.81 0.06
H 0.46 1.81 -0.87
H 0.37 1.57 0.95
H -1.26 -1.12 1.15
H -1.55 -1.54 -0.62
O 2.41 -0.22 -0.05
O -1.14 0.49 -0.22
O 0.36 -1.17 -0.25


Q: Which of them is the most stable? A: z).